The ion CH3N2O2S with charge -1 at a distorted geometry, computed with ωB97M-V/def2-TZVPD.

**Relative energy (zero: lowest compared OMol25 entry of this formula, charge and spin)**: 79.0 kcal/mol
**Molar mass**: 107.1 g/mol
**2S+1**: 1
**SMILES string**: [NH-]NC=S(=O)=O
**Highest occupied orbital energy**: -3.11 eV
**Charge**: -1

Each line ends with the natural charge from an NBO analysis.
Cartesian coordinates (Å):
1 S -1.65 -0.14 -0.35  1.529
2 O -2.40 -1.15 0.37  -1.047
3 O -1.80 1.21 0.23  -1.041
4 N 1.23 -0.03 -0.09  -0.217
5 N 1.46 1.23 0.08  -0.666
6 C 0.15 -0.74 0.06  -0.403
7 H 0.83 1.74 0.69  0.335
8 H 2.07 -0.41 -0.71  0.347
9 H 0.11 -1.71 -0.29  0.163

The molecule C12H12Cl2N2O4S, computed with ωB97M-V/def2-TZVPD.

**Molar mass**: 351.2 g/mol
**2S+1**: 1
**SMILES string**: Cc1c(CCO)c(=O)[nH]n1S(=O)(=O)c1ccc(Cl)cc1Cl
**Highest occupied orbital energy**: -8.84 eV

Each line ends with the natural charge from an NBO analysis.
Cartesian coordinates (Å):
1 Cl 1.58 1.45 2.40  0.075
2 Cl 5.93 -1.14 0.62  0.049
3 S 0.68 2.07 -0.56  2.323
4 O 0.50 2.08 -1.98  -0.911
5 O -2.27 -2.91 0.64  -0.718
6 O -3.67 1.47 1.50  -0.614
7 O 0.67 3.31 0.15  -0.910
8 N -0.50 1.10 0.19  -0.492
9 N -1.43 1.72 1.01  -0.446
10 C -2.44 -0.02 0.01  -0.173
11 C -3.48 -2.19 0.68  -0.051
12 C -0.40 -0.83 -1.36  -0.678
13 C 2.95 0.70 -1.26  -0.158
14 C 4.11 -0.01 -1.02  -0.228
15 C 4.49 -0.27 0.30  -0.008
16 C -2.67 1.12 0.91  0.620
17 C 2.55 0.89 1.11  -0.004
18 C -3.50 -1.02 -0.32  -0.454
19 C 2.17 1.14 -0.20  -0.375
20 C -1.16 0.04 -0.42  0.217
21 C 3.72 0.18 1.36  -0.248
22 H -1.55 -2.31 0.88  0.462
23 H 0.51 -1.20 -0.90  0.230
24 H 2.62 0.92 -2.26  0.256
25 H -1.02 -1.67 -1.66  0.250
26 H -3.37 -1.40 -1.33  0.215
27 H 4.72 -0.36 -1.83  0.240
28 H 4.01 -0.02 2.38  0.250
29 H -3.66 -1.80 1.69  0.168
30 H -0.13 -0.25 -2.24  0.250
31 H -4.26 -2.90 0.43  0.184
32 H -1.22 2.65 1.33  0.435
33 H -4.47 -0.52 -0.24  0.245

The molecule C36H38N2O2Si at a distorted geometry, computed with ωB97M-V/def2-TZVPD.

**Relative energy (zero: lowest compared OMol25 entry of this formula, charge and spin)**: 0.0 kcal/mol
**Molar mass**: 558.8 g/mol
**2S+1**: 1
**SMILES string**: C[Si](C)(C)OC(c1ccccc1)(c1ccccc1)[C@H]1CCCN1/C=C\[C@H](Oc1ccc(C#N)cc1)c1ccccc1
**Highest occupied orbital energy**: -7.78 eV

Each line ends with the Löwdin charge.
Cartesian coordinates (Å):
1 Si 1.56 -4.77 -0.71  0.449
2 O -0.06 4.22 -0.29  -0.050
3 O 0.87 -3.25 -0.92  -0.180
4 N -0.22 0.28 -0.47  -0.054
5 N 1.58 6.53 -6.39  0.132
6 C -2.07 -0.51 -1.80  -0.130
7 C -2.71 -2.14 2.12  -0.065
8 C 1.35 -2.21 2.30  -0.048
9 C 1.44 4.02 -2.17  0.002
10 C -1.34 3.55 3.03  -0.043
11 C -0.95 3.17 0.56  -0.149
12 C -0.82 4.58 -2.60  0.000
13 C 3.38 -4.56 -1.07  -0.147
14 C 0.49 1.01 0.42  -0.077
15 C 2.40 -1.95 3.19  -0.064
16 C -1.90 4.28 4.09  -0.075
17 C 1.26 -5.33 1.07  -0.134
18 C 2.74 -1.43 0.46  -0.067
19 C 1.29 5.94 -5.42  -0.175
20 C 1.85 4.60 -3.38  -0.035
21 C 3.61 -1.44 2.71  -0.080
22 C -3.46 -3.15 1.52  -0.083
23 C -1.89 5.30 1.47  -0.041
24 C -0.98 -2.47 0.48  -0.147
25 C 0.66 -5.86 -1.94  -0.150
26 C -1.46 -1.80 1.61  -0.050
27 C 0.41 -2.16 -0.12  -0.329
28 C 1.51 -1.85 0.95  -0.158
29 C 0.91 5.22 -4.21  -0.258
30 C -1.60 0.60 -0.85  -0.145
31 C -2.46 5.54 3.80  -0.092
32 C -1.75 -3.45 -0.15  -0.048
33 C -0.44 5.18 -3.82  -0.036
34 C -0.77 -1.26 -2.21  -0.093
35 C 0.26 -0.97 -1.08  -0.191
36 C -2.44 6.07 2.50  -0.069
37 C 0.08 2.19 0.97  -0.068
38 C 0.15 4.22 -1.63  -0.285
39 C -1.35 4.06 1.74  -0.199
40 C -2.99 -3.79 0.37  -0.066
41 C 3.78 -1.20 1.35  -0.070
42 H -0.82 -1.10 2.16  0.114
43 H 2.24 -2.18 4.24  0.107
44 H 1.22 -0.75 -1.57  0.142
45 H -1.95 3.86 5.09  0.102
46 H -3.56 -4.58 -0.13  0.108
47 H 2.17 3.48 -1.57  0.112
48 H 1.44 0.54 0.69  0.120
49 H -1.33 -3.99 -1.01  0.101
50 H 1.45 -6.40 1.10  0.030
51 H -2.72 -1.19 -1.22  0.101
52 H 0.76 -5.48 -2.95  0.037
53 H -0.93 -2.34 -2.40  0.113
54 H 3.54 -4.27 -2.12  0.037
55 H -2.88 7.04 2.27  0.103
56 H -1.94 2.91 0.06  0.149
57 H 2.87 -1.29 -0.62  0.126
58 H 0.77 2.47 1.80  0.123
59 H 3.87 -3.80 -0.45  0.022
60 H -1.01 2.53 3.21  0.103
61 H -2.27 0.66 0.04  0.130
62 H 4.73 -0.86 0.95  0.105
63 H 0.24 -5.15 1.39  0.032
64 H -1.94 5.61 0.44  0.112
65 H 0.43 -2.68 2.65  0.114
66 H -0.38 -0.79 -3.14  0.124
67 H 1.06 -6.88 -1.92  0.033
68 H -2.93 6.12 4.61  0.102
69 H 1.93 -4.83 1.76  0.025
70 H 3.88 -5.51 -0.90  0.032
71 H 4.42 -1.25 3.41  0.104
72 H 2.90 4.55 -3.73  0.125
73 H -4.41 -3.47 1.96  0.102
74 H -1.62 1.60 -1.33  0.106
75 H -1.17 5.59 -4.52  0.120
76 H -1.86 4.50 -2.36  0.105
77 H -3.07 -1.63 3.01  0.105
78 H -2.64 -0.10 -2.66  0.118
79 H -0.41 -5.93 -1.73  0.025

A cluster of 2 separate species, C3H9NO2S in total at a distorted geometry, computed with ωB97M-V/def2-TZVPD.

**Relative energy (zero: lowest compared OMol25 entry of this formula, charge and spin)**: 22.5 kcal/mol
**Molar mass**: 123.2 g/mol
**2S+1**: 1
**SMILES string**: O=CNCCS.O
**Highest occupied orbital energy**: -9.17 eV

Each line ends with the natural charge from an NBO analysis.
Cartesian coordinates (Å):
1 S 0.29 2.78 1.16  -0.069
2 O 1.41 -2.01 1.19  -0.635
3 O 0.28 -2.09 -1.97  -0.952
4 N 0.20 -0.41 0.17  -0.638
5 C -0.95 0.47 0.22  -0.242
6 C -0.61 1.89 -0.17  -0.508
7 C 0.61 -1.10 1.26  0.529
8 H 1.43 2.12 1.17  0.123
9 H -1.48 2.50 -0.38  0.229
10 H 0.47 -0.81 -0.73  0.431
11 H 0.09 2.00 -0.99  0.227
12 H 0.17 -0.74 2.21  0.114
13 H 0.47 -2.63 -1.18  0.491
14 H -1.46 0.43 1.18  0.212
15 H -1.71 0.10 -0.49  0.202
16 H 0.79 -2.50 -2.67  0.486

A structure of composition C20H20MoN4O2, computed with ωB97M-V/def2-TZVPD.

**Relative energy (zero: lowest compared OMol25 entry of this formula, charge and spin)**: 0.0 kcal/mol
**Molar mass**: 444.3 g/mol
**2S+1**: 1
**Highest occupied orbital energy**: -14.45 eV
**Charge**: +2

Each line ends with the natural charge from an NBO analysis.
Cartesian coordinates (Å):
1 Mo -0.30 -0.25 -0.71  1.669
2 O -0.05 1.01 -2.02  -0.605
3 O -2.03 -0.64 -0.20  -0.622
4 N 0.01 2.19 2.65  -0.280
5 N 0.04 -2.19 0.11  -0.497
6 N 0.26 0.76 1.01  -0.513
7 N 1.75 -0.72 -1.23  -0.502
8 C 2.13 0.98 -2.94  -0.227
9 C 3.06 1.51 -3.85  -0.114
10 C 0.48 2.58 -3.71  -0.262
11 C 0.85 1.53 -2.89  0.393
12 C 1.42 0.77 1.76  -0.059
13 C 2.50 -0.13 -2.11  0.217
14 C -0.56 1.65 1.58  0.238
15 C 1.27 1.66 2.77  -0.038
16 C -0.58 3.22 3.52  -0.411
17 C 2.34 -1.86 -0.51  -0.234
18 C 2.70 2.56 -4.66  -0.204
19 C 1.41 3.10 -4.59  -0.116
20 C -4.68 -1.82 1.96  -0.116
21 C -2.05 -2.45 1.32  -0.232
22 C 1.25 -2.89 -0.35  -0.240
23 C -2.76 -3.23 2.26  -0.115
24 C -4.02 -1.06 1.02  -0.274
25 C -4.06 -2.91 2.58  -0.208
26 C -2.70 -1.37 0.72  0.399
27 C -0.74 -2.84 0.91  0.216
28 H 3.41 2.98 -5.36  0.250
29 H 2.28 0.17 1.52  0.232
30 H 4.05 1.09 -3.91  0.235
31 H 3.51 -0.51 -2.25  0.210
32 H 1.03 -3.35 -1.31  0.228
33 H 1.94 1.95 3.56  0.260
34 H 1.13 3.92 -5.23  0.247
35 H -1.56 1.89 1.25  0.239
36 H 3.19 -2.27 -1.06  0.234
37 H -0.53 2.98 -3.65  0.248
38 H -0.39 -3.81 1.27  0.213
39 H -4.60 -3.50 3.30  0.250
40 H -4.50 -0.23 0.51  0.247
41 H 2.70 -1.52 0.46  0.209
42 H -0.19 4.20 3.24  0.240
43 H -5.71 -1.58 2.20  0.247
44 H -2.28 -4.08 2.71  0.235
45 H -0.32 2.99 4.55  0.242
46 H 1.54 -3.67 0.36  0.232
47 H -1.66 3.20 3.40  0.234

A structure of composition C3H4AgO4 at a distorted geometry, computed with ωB97M-V/def2-TZVPD.

**Relative energy (zero: lowest compared OMol25 entry of this formula, charge and spin)**: 42.3 kcal/mol
**Molar mass**: 211.9 g/mol
**2S+1**: 1
**Highest occupied orbital energy**: -14.20 eV
**Charge**: +1

Each line ends with the natural charge from an NBO analysis.
Cartesian coordinates (Å):
1 Ag -1.36 -1.78 2.18  0.992
2 O 1.86 -0.33 -1.30  -0.714
3 O 0.38 1.25 -0.83  -0.497
4 O -1.01 -1.01 0.05  -0.680
5 O 1.68 0.47 0.79  -0.547
6 C 1.39 0.50 -0.38  0.987
7 C -0.63 0.69 -1.65  -0.199
8 C -1.26 -0.53 -1.04  0.479
9 H -1.40 1.46 -1.76  0.268
10 H -2.09 -0.96 -1.64  0.157
11 H -0.26 0.44 -2.65  0.249
12 H 1.42 -1.22 -1.23  0.506